Below is C35H33AlClN4S2Si2 as an isolated structure at a distorted geometry, with properties calculated with ωB97M-V/def2-TZVPD.

Positions of all 78 atoms, in Å:
C  -2.22326  3.54205  -0.30373
C  -1.08957  3.37490  0.56500
C  0.01150  2.95560  -0.22007
H  -1.04931  3.68530  1.61389
C  -0.40150  2.83446  -1.56185
C  -1.79277  3.18007  -1.65884
H  -2.32238  3.43318  -2.58569
H  -3.09361  4.16654  -0.07259
H  1.03885  2.86604  0.14341
H  0.24125  2.59446  -2.40891
Al  -2.72102  1.50961  -0.68285
Si  -0.42820  -1.09787  0.83295
C  0.32473  -0.52246  2.41051
C  0.01113  -1.35014  3.49410
H  -0.59419  -2.24210  3.29346
C  0.47179  -1.02586  4.76696
H  0.19544  -1.67982  5.59336
C  1.28901  0.09695  4.94873
H  1.65377  0.34049  5.94635
C  1.64432  0.89240  3.85217
H  2.32231  1.74380  3.97051
C  1.14864  0.59653  2.57827
H  1.40659  1.21400  1.71132
C  1.31302  -0.39564  -1.03144
C  2.42106  0.42915  -0.79539
H  2.87137  0.51412  0.19360
C  2.99931  1.05852  -1.89672
H  3.96893  1.55245  -1.77271
C  2.39738  0.95921  -3.16084
H  2.90870  1.36085  -4.03649
C  1.15912  0.31799  -3.33108
H  0.65574  0.23908  -4.30358
C  0.59452  -0.33859  -2.25414
H  -0.32810  -0.90979  -2.38673
H  -0.71012  0.25701  0.20027
Si  1.37897  -2.21374  -0.69689
C  2.43900  -2.97066  -2.03807
C  3.83300  -3.09628  -1.85398
H  4.25905  -3.14177  -0.84941
C  4.68208  -3.13638  -2.96519
H  5.76093  -3.18642  -2.81565
C  4.15010  -3.10196  -4.25836
H  4.81456  -3.08092  -5.12563
C  2.76159  -3.10815  -4.43541
H  2.33267  -3.10025  -5.43819
C  1.90483  -3.11932  -3.33243
H  0.82461  -3.19173  -3.48098
C  2.30154  -2.67669  0.86375
C  3.26529  -1.96325  1.58560
H  3.62602  -0.99615  1.23981
C  3.71305  -2.47169  2.80873
H  4.42687  -1.89652  3.39484
C  3.24272  -3.68860  3.29687
H  3.61063  -4.08277  4.24498
C  2.28017  -4.39604  2.57487
H  1.86195  -5.32544  2.95337
C  1.80709  -3.89412  1.37017
H  0.99701  -4.41763  0.85558
H  -1.82571  -1.37452  1.19041
Cl  -2.72175  -0.24431  -1.89413
N  -2.10097  1.51705  2.78710
C  -3.35979  1.60387  2.36516
N  -3.73099  1.60387  1.07420
C  -5.08457  1.96738  0.95248
C  -5.71016  2.20971  2.16160
S  -4.66219  1.94092  3.50834
C  -5.49814  2.24018  -0.37733
C  -6.62736  2.83301  -0.89668
S  -6.46367  3.05993  -2.61013
C  -4.88007  2.32749  -2.56028
N  -4.50729  1.99781  -1.32729
N  -4.07326  2.16075  -3.63243
H  -1.93632  1.43387  3.78358
H  -1.35295  1.25330  2.14496
H  -6.72677  2.57289  2.24402
H  -7.47250  3.14640  -0.29550
H  -4.44471  2.45910  -4.52657
H  -3.38901  1.39529  -3.64104

Forces on the atoms, in the same order (eV/Å):
C 1.168 0.632 0.147
C -0.110 0.550 -0.950
C -0.281 0.405 -0.079
H -0.107 -0.342 -0.475
C -0.362 0.295 0.198
C 0.911 0.202 0.429
H 0.263 -0.247 0.595
H 0.198 -0.597 -0.047
H -0.494 -0.239 -0.197
H -0.303 -0.105 0.388
Al -0.394 0.604 0.349
Si -0.211 -0.013 -1.998
C 0.485 -0.531 0.109
C 0.239 0.329 0.107
H 0.197 0.296 0.408
C -0.042 -0.141 -0.049
H 0.196 0.285 -0.019
C -0.105 -0.108 -0.194
H -0.039 -0.048 -0.272
C -0.018 0.111 -0.120
H -0.309 -0.293 0.104
C 0.001 -0.205 0.301
H -0.091 -0.178 0.401
C 0.472 0.096 -0.524
C 0.127 0.235 -1.209
H 0.068 -0.309 -0.396
C -0.077 0.269 0.124
H -0.448 0.027 -0.180
C -0.161 -0.148 -0.311
H -0.138 0.013 0.277
C 0.288 0.305 -0.225
H 0.409 0.301 0.313
C 0.847 0.046 0.385
H 0.416 0.002 0.112
H -0.364 0.137 -0.132
Si -0.457 0.738 2.822
C -0.607 -0.630 -0.951
C -0.305 0.284 -0.117
H -0.168 0.213 -0.274
C -0.281 -0.147 -0.070
H -0.289 -0.022 -0.043
C -0.175 0.101 0.229
H -0.235 -0.023 0.298
C -0.046 -0.304 0.029
H 0.184 -0.138 0.216
C 0.701 0.413 -0.102
H 0.317 0.270 0.010
C -0.386 -0.186 0.076
C -0.307 -0.483 0.325
H 0.013 -0.331 0.066
C 0.100 0.099 -0.031
H -0.054 -0.138 -0.100
C -0.097 0.001 -0.092
H -0.108 0.158 -0.242
C -0.030 -0.094 0.018
H 0.193 0.099 0.047
C 0.387 0.340 0.493
H 0.276 0.060 0.050
H -0.392 -0.663 0.246
Cl 0.141 -0.456 0.107
N -0.091 -0.459 0.150
C -0.376 0.357 -0.534
N 0.079 -0.767 1.177
C 0.180 0.292 3.086
C 0.167 -0.266 -1.919
S 0.434 -0.081 -1.103
C -1.148 0.943 -2.346
C 1.107 -0.647 0.858
S 0.329 -0.392 0.360
C 0.139 -0.071 0.803
N -0.845 0.209 -0.681
N -0.476 -0.022 -0.430
H 0.231 -0.065 -0.347
H -0.225 0.047 0.346
H 0.177 -0.175 0.291
H -0.005 0.060 -0.483
H 0.209 -0.225 0.173
H -0.489 0.465 0.216

Output
HOMO-LUMO gap (Ha): 0.2555
Multiplicity: 1
Molecular weight (g/mol): 692.42
LUMO energy (eV): -2.733
Charge: +1
DFT total energy (Eh): -3650.3766
Energy relative to the best compared isomer or geometry (same formula, charge and spin) (eV): 0.2856

Löwdin population analysis, charges in e, atoms 1 to 5: number 1, C, carries -0.185; number 2, C, carries -0.115; number 3, C, carries -0.118; number 4, H, carries 0.112; number 5, C, carries -0.088

Below is a 2-piece molecular cluster, CHCl2F2NS overall at a distorted geometry, with properties calculated with ωB97M-V/def2-TZVPD.

Positions of all 8 atoms, in Å:
C  -0.56582  -1.16452  -1.10803
N  1.19285  0.72765  0.49227
F  -0.45207  2.67210  1.11925
F  -1.01261  0.24358  1.30614
S  -0.18611  1.22905  0.19946
Cl  0.76678  -1.94387  -1.68738
Cl  -1.63705  -2.30535  -0.25750
H  1.89404  0.54136  -0.06422

Forces on the atoms, in the same order (eV/Å):
C -1.715 -0.550 0.923
N -5.774 2.047 3.596
F 0.463 -1.994 -0.796
F 0.490 1.727 -1.045
S 0.682 -0.494 2.309
Cl 0.811 -0.634 -0.386
Cl 0.854 0.738 -0.778
H 4.190 -0.840 -3.822

Output
HOMO-LUMO gap (Ha): 0.3108
Multiplicity: 1
Molecular weight (g/mol): 168.00
LUMO energy (eV): -1.595
DFT total energy (Eh): -1611.5909
Energy relative to the best compared isomer or geometry (same formula, charge and spin) (eV): 2.9719

natural (NBO) population analysis, charges in e, atoms 1 to 5: number 1, C, carries -0.135; number 2, N, carries -1.051; number 3, F, carries -0.528; number 4, F, carries -0.506; number 5, S, carries 1.688

Below is an isolated ion of composition C4H10NO and charge -1 at a distorted geometry, with properties calculated with ωB97M-V/def2-TZVPD.

Positions of all 16 atoms, in Å:
C  0.24074  -1.93268  -0.84972
N  0.03987  -0.59002  -1.28706
C  0.79526  0.43924  -0.56392
C  0.29482  0.64307  0.93616
C  -1.11966  1.32286  0.96909
O  -1.58524  1.68997  2.15838
H  -0.30440  -2.63457  -1.48169
H  0.03915  -2.18723  0.20092
H  1.30075  -2.17430  -1.00167
H  -0.89534  -0.18612  -1.24833
H  0.78396  1.40530  -1.05292
H  1.82942  0.16485  -0.34613
H  0.34840  -0.16143  1.67651
H  1.00245  1.39554  1.31664
H  -0.97988  2.15551  0.20409
H  -1.79030  0.65000  0.36966

Forces on the atoms, in the same order (eV/Å):
C 0.345 -0.549 0.085
N 0.301 1.888 -0.690
C 0.001 -1.359 3.020
C -0.183 1.700 -0.870
C 0.492 0.136 -0.223
O 0.064 -0.125 -0.069
H -0.201 0.036 0.003
H -0.257 0.301 0.066
H -0.022 0.048 -0.005
H -0.137 -1.113 0.031
H -0.233 0.047 -0.296
H 0.321 -0.361 -1.001
H -0.011 -0.500 -0.586
H -0.142 0.040 0.218
H -0.021 0.233 0.207
H -0.316 -0.422 0.112

Output
HOMO-LUMO gap (Ha): 0.2269
Multiplicity: 1
Molecular weight (g/mol): 88.13
LUMO energy (eV): 3.976
Charge: -1
Structure (SMILES): CNCCC[O-]
DFT total energy (Eh): -288.3519
Energy relative to the best compared isomer or geometry (same formula, charge and spin) (eV): 1.0808

natural (NBO) population analysis, charges in e, atoms 1 to 5: number 1, C, carries -0.402; number 2, N, carries -0.660; number 3, C, carries -0.232; number 4, C, carries -0.457; number 5, C, carries 0.013

Please write out number 2 again, unchanged.
Below is a 2-piece molecular cluster, CHCl2F2NS overall at a distorted geometry, with properties calculated with ωB97M-V/def2-TZVPD.

Positions of all 8 atoms, in Å:
C  -0.56582  -1.16452  -1.10803
N  1.19285  0.72765  0.49227
F  -0.45207  2.67210  1.11925
F  -1.01261  0.24358  1.30614
S  -0.18611  1.22905  0.19946
Cl  0.76678  -1.94387  -1.68738
Cl  -1.63705  -2.30535  -0.25750
H  1.89404  0.54136  -0.06422

Forces on the atoms, in the same order (eV/Å):
C -1.715 -0.550 0.923
N -5.774 2.047 3.596
F 0.463 -1.994 -0.796
F 0.490 1.727 -1.045
S 0.682 -0.494 2.309
Cl 0.811 -0.634 -0.386
Cl 0.854 0.738 -0.778
H 4.190 -0.840 -3.822

Output
HOMO-LUMO gap (Ha): 0.3108
Multiplicity: 1
Molecular weight (g/mol): 168.00
LUMO energy (eV): -1.595
DFT total energy (Eh): -1611.5909
Energy relative to the best compared isomer or geometry (same formula, charge and spin) (eV): 2.9719

natural (NBO) population analysis, charges in e, atoms 1 to 5: number 1, C, carries -0.135; number 2, N, carries -1.051; number 3, F, carries -0.528; number 4, F, carries -0.506; number 5, S, carries 1.688

Question: Which value of multiplicity does entry 1 give?
Answer: 1

Question: Look up the molecular weight of the second one.
Answer: 168.00 g/mol

Question: What is the energy relative to the best compared isomer or geometry (same formula, charge and spin) in the second record?
Answer: 2.9719 eV